Computed, not measured: an isolated ion of composition C2H8N2P and charge +1, with ωB97M-V/def2-TZVPD.

Computed properties:
Max |F| = 3.16 eV Å⁻¹
Total charge = +1
Energy relative to the best compared isomer or geometry (same formula, charge and spin) = 8.3 kJ/mol
DFT total energy = -531.59958 Eh
Highest occupied orbital energy = -15.04 eV

CARTESIAN COORDINATES (ANGSTROEM)
C (-1.75173, 0.45134, 0.29185)
N (-0.33755, 0.72623, 0.17469)
C (0.63421, -0.20495, 0.15465)
N (0.26196, -1.48186, 0.25691)
P (2.38738, 0.26327, 0.10864)
H (-1.97740, -0.29519, -0.56664)
H (-1.98216, 0.03067, 1.24953)
H (-2.30631, 1.36044, 0.04904)
H (-0.10349, 1.62506, -0.14970)
H (-0.61265, -1.62277, -0.23383)
H (0.94349, -2.15546, 0.37577)
H (2.25616, 1.55346, -0.49594)
H (2.58809, -0.25022, -1.21497)

Computed, not measured: C32H92F2N9O14PbS2 as an isolated structure, with ωB97M-V/def2-TZVPD.

Computed properties:
Max |F| = 9.47 eV Å⁻¹
Total charge = +1
Energy relative to the best compared isomer or geometry (same formula, charge and spin) = 1178.6 kJ/mol
DFT total energy = -4008.75251 Eh
Highest occupied orbital energy = -10.06 eV

CARTESIAN COORDINATES (ANGSTROEM)
Pb (-4.72794, -0.79432, -3.73631)
N (-1.66873, -0.32699, -1.48066)
S (-0.20753, -0.05961, -1.77122)
O (0.69811, -1.22215, -1.79021)
O (0.33185, 1.27992, -1.40487)
F (-0.41343, 0.07292, -3.37054)
S (-1.53377, -0.30030, 0.21334)
O (-1.77672, 1.00164, 0.84837)
O (-0.61557, -1.31428, 0.83102)
F (-2.88765, -1.01306, 0.43327)
O (-6.99250, -4.04122, 1.46735)
H (-7.93934, -4.14997, 1.37834)
H (-6.70494, -4.82110, 1.94203)
O (-4.69128, -4.10969, -1.68958)
H (-5.09749, -4.20534, -0.82814)
H (-3.79983, -4.43801, -1.57234)
C (2.37433, 1.20827, 5.42524)
C (2.64551, 1.80397, 6.81863)
C (4.13598, 2.05923, 7.18123)
O (4.25192, 2.60948, 8.48506)
C (5.37319, 3.40312, 8.74993)
N (1.95426, 3.04478, 6.83968)
H (2.86521, 0.24457, 5.28955)
H (2.80874, 1.77760, 4.60350)
H (1.30771, 1.00040, 5.34048)
H (2.27284, 1.08550, 7.54872)
H (4.55796, 2.77940, 6.48026)
H (4.60759, 1.08404, 7.06001)
H (5.55797, 3.57499, 9.81031)
H (5.27789, 4.34429, 8.20843)
H (6.23946, 2.89218, 8.32966)
H (2.45918, 3.67695, 6.23509)
H (2.28914, 3.45075, 7.70175)
C (2.53899, 3.24087, -6.47689)
C (3.79301, 2.48356, -6.94089)
C (3.62036, 0.98772, -6.98662)
O (4.71640, 0.28587, -7.53930)
C (4.49534, -1.10734, -7.83467)
N (4.07405, 3.07189, -8.20460)
H (1.64445, 2.85226, -6.96359)
H (2.55957, 4.32143, -6.61856)
H (2.39720, 3.18754, -5.39746)
H (4.63949, 2.75396, -6.30965)
H (2.65566, 0.86665, -7.47936)
H (3.46504, 0.55005, -6.00051)
H (5.30465, -1.60739, -8.36673)
H (3.63419, -1.21124, -8.49476)
H (4.24761, -1.68695, -6.94541)
H (3.20331, 2.93349, -8.69730)
H (4.72857, 2.42366, -8.61875)
C (-8.39038, 2.27610, 0.16975)
C (-7.63418, 1.96465, -1.10409)
C (-6.53089, 3.07967, -1.20734)
O (-5.66015, 2.88939, -2.32039)
C (-4.71126, 3.95868, -2.34607)
N (-7.11858, 0.62361, -1.07895)
H (-9.07183, 1.44719, 0.36110)
H (-8.89125, 3.24271, 0.11599)
H (-7.86881, 2.25967, 1.12672)
H (-8.31071, 1.98247, -1.95855)
H (-5.91411, 3.17043, -0.31321)
H (-7.09249, 4.00991, -1.29307)
H (-5.16261, 4.91028, -2.62687)
H (-3.93805, 3.70202, -3.07019)
H (-4.24590, 4.06075, -1.36570)
H (-6.67054, 0.45934, -0.18879)
H (-7.88067, -0.03283, -0.98735)
C (-2.45453, -8.23301, -0.48811)
C (-1.03905, -7.77472, -0.18820)
C (0.00499, -8.80784, -0.62883)
O (1.25893, -8.35828, -0.13431)
C (2.28934, -9.13728, -0.63507)
N (-0.78289, -6.44537, -0.72355)
H (-3.17733, -7.63860, 0.07077)
H (-2.51894, -9.20663, -0.00231)
H (-2.71195, -8.25399, -1.54707)
H (-0.89288, -7.68939, 0.88858)
H (0.06519, -8.97635, -1.70405)
H (-0.22530, -9.75999, -0.15085)
H (3.12373, -8.94609, 0.03973)
H (2.51607, -8.96017, -1.68641)
H (2.11911, -10.21060, -0.55075)
H (0.15847, -6.47971, -1.08793)
H (-0.59450, -5.82534, 0.05115)
C (-2.14149, -6.08959, -7.64704)
C (-1.74085, -5.30028, -6.42538)
C (-0.19189, -5.29550, -6.22445)
O (0.39298, -6.62756, -6.09897)
C (1.78966, -6.69649, -5.83586)
N (-2.25642, -3.92243, -6.55276)
H (-1.98857, -5.55400, -8.58399)
H (-3.19775, -6.34742, -7.57000)
H (-1.66553, -7.06886, -7.69786)
H (-2.10561, -5.82592, -5.54291)
H (0.10509, -4.63319, -5.41130)
H (0.25067, -4.88193, -7.13065)
H (2.13174, -7.72729, -5.74359)
H (2.02493, -6.01628, -5.01727)
H (2.23956, -6.12795, -6.64977)
H (-3.26223, -3.94033, -6.64283)
H (-2.01193, -3.42358, -7.39625)
C (5.72711, 1.97632, -0.70563)
C (5.70507, 0.54125, -0.07163)
C (6.59674, -0.43881, -0.81727)
O (6.60439, -1.75761, -0.23244)
C (5.50716, -2.56847, -0.58369)
N (6.09539, 0.75311, 1.30251)
H (5.29886, 1.97425, -1.70799)
H (6.75891, 2.29020, -0.86367)
H (5.24027, 2.75104, -0.11329)
H (4.65171, 0.27070, -0.14473)
H (7.60950, -0.03664, -0.84366)
H (6.33599, -0.47807, -1.87489)
H (4.58834, -2.33844, -0.04430)
H (5.94609, -3.46558, -0.14704)
H (5.40260, -2.85782, -1.62937)
H (7.10181, 0.81545, 1.24473)
H (5.98660, -0.08348, 1.85781)
C (2.74973, 9.87550, 3.04249)
C (1.98798, 8.96624, 3.99391)
C (1.53614, 7.65603, 3.42351)
O (1.01065, 7.80043, 2.07360)
C (0.75844, 6.52291, 1.46074)
N (2.86173, 8.80074, 5.13707)
H (3.78761, 9.54952, 2.97427)
H (2.80912, 10.90549, 3.39420)
H (2.33561, 9.81350, 2.03613)
H (1.00764, 9.35718, 4.26632)
H (0.91114, 7.09530, 4.11856)
H (2.41467, 7.01390, 3.36078)
H (1.67275, 5.94683, 1.31842)
H (0.38223, 6.68368, 0.45044)
H (0.02626, 5.85393, 1.91293)
H (2.34174, 8.37839, 5.89292)
H (3.14592, 9.70167, 5.49438)
C (-3.83419, 1.90849, 7.58617)
C (-4.07104, 1.64984, 6.05766)
C (-5.54372, 1.46238, 5.70281)
O (-6.14713, 0.23026, 6.33318)
C (-5.62927, -0.93654, 5.72050)
N (-3.57455, 2.76516, 5.38918)
H (-2.80482, 1.63421, 7.81698)
H (-4.43831, 1.17244, 8.11660)
H (-4.08351, 2.88357, 8.00469)
H (-3.41262, 0.86822, 5.67864)
H (-5.67559, 1.46445, 4.62082)
H (-6.08456, 2.35408, 6.01979)
H (-6.41453, -1.60401, 6.07540)
H (-4.62130, -1.24560, 5.99720)
H (-5.65163, -0.89663, 4.63146)
H (-3.33261, 2.35377, 4.49906)
H (-2.66489, 2.90116, 5.80647)